No. 1
This record from the OMol25 dataset describes a cluster of 3 separate species, C26H38ClF17IN6O4 in total. The level of theory is wB97M-V/def2-TZVPD.

Properties
relative energy (zero: lowest compared OMol25 entry of this formula, charge and spin) = 0.00 kJ/mol
Kohn-Sham gap = 8.7 eV
charge = +1
F_max = 0.6 eV Å⁻¹

Geometry as XYZ:
```
93
C26H38ClF17IN6O4 (wB97M-V/def2-TZVPD)
C 5.546 -0.700 0.850
C 4.033 -0.616 0.891
Cl 3.359 -2.032 1.756
C 3.551 0.731 1.499
N 2.568 0.620 2.580
C 1.309 0.389 2.217
N 0.970 0.243 0.929
C -0.313 -0.075 0.926
C -1.074 -0.365 -0.323
C -1.803 0.875 -0.887
C -3.159 0.536 -1.493
I -0.548 1.862 -2.318
N -0.821 -0.111 2.149
C -2.172 -0.345 2.652
C -2.922 0.948 3.014
C -4.011 1.332 2.018
C -4.633 2.691 2.312
C -3.655 3.875 2.178
N -2.649 3.690 1.121
N 0.218 0.230 3.012
C -0.002 0.247 4.432
O 0.148 -1.009 5.077
N 0.639 -2.067 4.199
O 0.771 -3.041 4.797
C 3.053 0.653 3.964
C 3.061 2.042 4.560
F 4.346 0.175 3.938
H 5.951 0.229 0.441
H 5.948 -0.849 1.853
H 5.870 -1.523 0.216
H 3.630 -0.686 -0.118
H 4.400 1.284 1.894
H 3.100 1.326 0.707
H -1.798 -1.165 -0.145
H -0.339 -0.754 -1.027
H -1.929 1.629 -0.110
H -3.073 0.109 -2.491
H -3.786 1.425 -1.536
H -3.666 -0.185 -0.843
H -2.681 -0.899 1.863
H -2.087 -1.019 3.506
H -2.195 1.766 3.078
H -3.357 0.844 4.013
H -3.581 1.383 1.018
H -4.788 0.563 1.997
H -5.464 2.839 1.619
H -5.058 2.701 3.321
H -4.246 4.765 1.952
H -3.169 4.074 3.138
H -1.711 3.667 1.495
H -2.681 4.430 0.435
H -1.019 0.587 4.619
H 0.683 0.957 4.885
H 2.486 -0.069 4.554
H 3.886 2.615 4.134
H 3.183 1.988 5.642
H 2.132 2.570 4.334
C -8.145 0.142 -3.398
C -6.967 0.424 -2.457
C -7.222 1.371 -1.281
F -7.517 2.608 -1.716
F -6.090 1.450 -0.531
F -5.888 0.831 -3.152
F -6.660 -0.774 -1.864
O -8.146 0.881 -4.597
C -8.827 2.060 -4.724
C -7.909 3.168 -5.267
F -6.885 3.369 -4.411
F -8.617 4.311 -5.364
F -9.415 2.436 -3.573
F -9.804 1.885 -5.641
H -8.015 -0.895 -3.703
H -9.091 0.222 -2.862
H -8.033 0.996 -0.652
H -7.519 2.886 -6.246
C 7.141 -4.783 -2.820
C 6.891 -3.419 -2.167
C 7.203 -2.166 -2.995
F 8.516 -2.092 -3.275
F 6.863 -1.082 -2.254
F 7.506 -3.339 -0.973
F 5.536 -3.352 -1.949
O 8.352 -5.406 -2.462
C 9.488 -5.258 -3.207
C 10.667 -4.814 -2.327
F 10.387 -3.624 -1.759
F 11.761 -4.673 -3.105
F 9.311 -4.416 -4.243
F 9.818 -6.466 -3.717
H 6.359 -5.430 -2.425
H 7.015 -4.717 -3.901
H 6.627 -2.159 -3.923
H 10.856 -5.558 -1.551
```

No. 2
This record from the OMol25 dataset describes a structure of composition C26H38Ge2N4O4PtSe in a non-equilibrium geometry. The level of theory is wB97M-V/def2-TZVPD.

Properties
relative energy (zero: lowest compared OMol25 entry of this formula, charge and spin) = 98.52 kJ/mol
Kohn-Sham gap = 7.9 eV
charge = +2
F_max = 2.2 eV Å⁻¹

Geometry as XYZ:
```
76
C26H38Ge2N4O4PtSe (wB97M-V/def2-TZVPD)
Pt -0.894 2.646 0.125
C -2.951 -0.440 3.140
C -2.367 0.956 2.899
Ge -0.673 1.004 1.845
C 0.795 1.052 3.142
C 0.584 0.024 4.256
C -0.361 -0.746 0.970
C -0.886 -1.409 -0.065
Ge -2.430 -0.873 -1.087
C -0.845 0.424 -3.043
C -0.765 0.022 -4.496
C -4.000 -1.973 -1.300
C -3.760 -3.282 -2.060
C -0.399 -2.740 -0.519
C -0.020 -3.719 0.400
C 0.430 -4.953 -0.041
C 0.502 -5.229 -1.400
C 0.117 -4.267 -2.323
C -0.336 -3.033 -1.881
H -3.838 -0.397 3.772
H -2.225 -1.088 3.630
H -3.233 -0.956 2.214
H -2.088 1.407 3.853
H -3.118 1.649 2.503
H 0.874 2.059 3.554
H 1.728 0.840 2.616
H -0.308 0.241 4.845
H 1.429 0.020 4.945
H 0.485 -0.991 3.865
H 0.485 -1.261 1.435
H -0.078 -0.081 -2.447
H -0.693 1.502 -2.926
H -0.895 -1.054 -4.614
H 0.208 0.295 -4.908
H -1.537 0.525 -5.076
H -4.734 -1.356 -1.827
H -4.397 -2.174 -0.301
H -3.355 -3.097 -3.055
H -4.702 -3.814 -2.179
H -3.069 -3.935 -1.528
H -0.103 -3.520 1.461
H 0.713 -5.709 0.679
H 0.848 -6.196 -1.739
H 0.168 -4.477 -3.383
H -0.625 -2.287 -2.619
O -0.613 6.220 -0.927
C -1.030 5.335 -1.564
O -1.455 4.216 -1.648
C -0.994 6.103 -3.305
O -0.793 6.914 -4.048
O -2.155 0.109 -2.524
C 2.145 1.032 -1.003
N 2.845 1.542 0.162
C 2.531 2.614 0.900
Se 1.098 3.823 0.809
N 3.500 2.790 1.810
C 4.472 1.804 1.679
C 5.649 1.550 2.369
C 6.377 0.452 1.953
C 5.951 -0.357 0.889
C 4.780 -0.100 0.204
C 4.048 1.002 0.628
H 1.273 1.654 -1.185
H 1.824 0.007 -0.820
H 2.813 1.060 -1.864
H 3.471 3.518 2.507
H 5.982 2.175 3.185
H 7.302 0.211 2.457
H 6.560 -1.202 0.597
H 4.458 -0.722 -0.620
N -3.318 0.726 -0.090
N -2.781 1.972 -0.576
H -4.325 0.678 -0.253
H -3.159 0.688 0.920
H -3.445 2.721 -0.385
H -2.690 1.854 -1.590
```

No. 3
This record from the OMol25 dataset describes a cluster of 10 separate species, C26H38N10O12 in total in a non-equilibrium geometry. The level of theory is wB97M-V/def2-TZVPD.

Properties
relative energy (zero: lowest compared OMol25 entry of this formula, charge and spin) = 86.33 kJ/mol
Kohn-Sham gap = 9.2 eV
charge = 0
F_max = 2.8 eV Å⁻¹

Geometry as XYZ:
```
86
C26H38N10O12 (wB97M-V/def2-TZVPD)
C 5.071 -1.588 1.408
N 4.979 -1.752 -0.075
O 5.181 -0.757 -0.764
O 4.696 -2.848 -0.529
H 5.576 -2.484 1.765
H 4.066 -1.559 1.866
H 5.610 -0.690 1.653
C -0.782 -5.242 -1.878
N -0.689 -3.822 -1.415
O 0.383 -3.475 -0.913
O -1.621 -3.109 -1.652
H 0.139 -5.454 -2.343
H -1.648 -5.332 -2.515
H -0.769 -5.943 -1.032
C -2.858 -2.245 2.036
N -3.553 -2.570 3.268
O -2.967 -3.130 4.168
O -4.706 -2.149 3.380
H -2.745 -1.142 1.990
H -3.511 -2.483 1.212
H -1.896 -2.712 1.980
C 2.935 -2.022 -3.296
N 1.675 -2.679 -3.411
O 0.667 -1.986 -3.474
O 1.657 -3.892 -3.550
H 2.798 -0.982 -3.475
H 3.501 -2.547 -4.067
H 3.466 -2.215 -2.374
C -2.799 1.060 -3.877
N -2.410 2.112 -2.873
O -1.464 1.896 -2.133
O -3.109 3.152 -2.832
H -2.028 1.031 -4.688
H -3.790 1.195 -4.238
H -2.696 0.136 -3.232
C 0.148 0.059 -0.106
N 0.954 -0.747 0.860
O 0.374 -1.508 1.604
O 2.170 -0.563 0.887
H 0.399 1.128 -0.048
H -0.870 -0.238 0.175
H 0.412 -0.420 -1.070
C 2.240 2.043 -3.498
C 3.182 1.637 -2.553
C 4.372 2.316 -2.505
N 4.676 3.375 -3.228
C 3.697 3.821 -4.034
C 2.435 3.187 -4.198
H 1.269 1.531 -3.592
H 2.967 0.777 -1.897
H 5.183 1.940 -1.903
H 3.842 4.741 -4.591
H 1.645 3.648 -4.772
C -6.196 -1.586 0.412
C -5.652 -0.334 0.593
C -4.502 -0.028 -0.104
N -3.876 -0.857 -0.951
C -4.405 -2.074 -1.096
C -5.551 -2.477 -0.406
H -6.967 -1.960 1.097
H -6.165 0.392 1.255
H -4.139 1.003 -0.167
H -4.013 -2.719 -1.857
H -6.076 -3.432 -0.457
C -0.444 -0.228 6.083
C 0.136 -0.223 4.817
C 0.500 0.976 4.310
N 0.413 2.114 4.978
C 0.017 2.071 6.232
C -0.462 0.912 6.844
H -0.786 -1.166 6.514
H 0.307 -1.158 4.297
H 0.968 0.943 3.309
H -0.040 3.034 6.725
H -0.789 0.931 7.881
C 0.285 4.039 0.151
C -0.008 4.301 1.451
C 1.012 4.378 2.323
N 2.318 4.245 2.006
C 2.533 4.020 0.709
C 1.561 3.961 -0.259
H -0.498 3.867 -0.565
H -1.051 4.281 1.807
H 0.852 4.479 3.385
H 3.587 4.059 0.385
H 1.674 3.736 -1.325
```

No. 4
This record from the OMol25 dataset describes the molecule C26H38N4O4S in a non-equilibrium geometry. The level of theory is wB97M-V/def2-TZVPD.

Properties
relative energy (zero: lowest compared OMol25 entry of this formula, charge and spin) = 17.30 kJ/mol
Kohn-Sham gap = 8.1 eV
charge = 0
F_max = 1.1 eV Å⁻¹

Geometry as XYZ:
```
73
C26H38N4O4S (wB97M-V/def2-TZVPD)
C 1.769 6.409 0.638
C 0.791 5.531 0.525
C 0.441 4.815 -0.750
N 0.104 3.422 -0.516
C -1.184 3.035 -0.585
C -1.637 1.768 -0.386
C -3.119 1.579 -0.522
O -3.851 2.531 -0.755
N -3.541 0.315 -0.387
C -4.933 -0.055 -0.422
C -5.421 -0.538 0.944
C -6.888 -0.978 0.883
N -7.081 -2.078 -0.050
C -7.983 -1.788 -1.145
C -9.470 -1.684 -0.778
C -7.312 -3.364 0.579
C -6.056 -3.900 1.258
C -0.707 0.707 -0.064
O -1.010 -0.472 0.108
C 0.691 1.160 0.046
C 1.668 0.221 0.389
C 2.983 0.593 0.497
S 4.212 -0.624 0.968
O 3.930 -1.079 2.296
O 5.509 -0.052 0.718
N 3.819 -1.856 -0.092
C 4.269 -1.623 -1.448
C 5.736 -1.999 -1.649
C 5.986 -3.442 -1.204
C 7.458 -3.811 -1.359
C 5.529 -3.595 0.248
C 4.060 -3.201 0.385
C 3.363 1.910 0.278
C 2.421 2.857 -0.053
C 1.069 2.500 -0.178
H 1.967 6.920 1.563
H 2.406 6.663 -0.193
H 0.157 5.291 1.367
H 1.257 4.885 -1.475
H -0.440 5.294 -1.191
H -1.917 3.794 -0.827
H -2.848 -0.392 -0.156
H -5.492 0.829 -0.736
H -5.078 -0.856 -1.153
H -5.320 0.269 1.673
H -4.795 -1.371 1.265
H -7.487 -0.116 0.573
H -7.219 -1.261 1.891
H -7.856 -2.578 -1.893
H -7.658 -0.848 -1.599
H -10.047 -1.410 -1.657
H -9.842 -2.635 -0.403
H -9.625 -0.927 -0.013
H -8.129 -3.324 1.321
H -7.608 -4.063 -0.208
H -5.794 -3.302 2.126
H -5.223 -3.889 0.559
H -6.225 -4.923 1.586
H 1.367 -0.800 0.564
H 4.112 -0.562 -1.658
H 3.627 -2.210 -2.114
H 6.350 -1.325 -1.050
H 6.003 -1.873 -2.700
H 5.385 -4.113 -1.832
H 7.629 -4.839 -1.048
H 8.076 -3.159 -0.746
H 7.772 -3.709 -2.395
H 6.125 -2.939 0.887
H 5.666 -4.625 0.584
H 3.747 -3.219 1.430
H 3.423 -3.878 -0.194
H 4.407 2.166 0.375
H 2.733 3.877 -0.197
```

Q: Look up the F_max of the first one.
A: 0.6 eV Å⁻¹

Q: Among the records above, which one has the lowest Kohn-Sham gap?
A: C26H38Ge2N4O4PtSe